# 1
AlBH24O10 as an isolated structure at a distorted geometry, computed with the ωB97M-V functional and the def2-TZVPD basis.

The HOMO-LUMO gap is 0.11258 Eh. Its HOMO energy is -17.63 eV. For the energy above the lowest of the compared OMol25 structures with the same formula, charge and spin, the calculation gives 1.8239 eV. As for the net charge: +2. The calculation puts the total energy at -1033.1136 a.u.

CARTESIAN COORDINATES (ANGSTROEM)
Al1 -2.1980 -1.7418 16.3103
B1 -1.6548 -2.5363 19.2426
H1 -0.9015 -1.7161 18.7075
H2 -0.9094 -2.9512 20.1270
H3 -2.6423 -2.0790 19.7248
H4 -1.9227 -3.4241 18.4789
O1 -4.5287 -2.9597 17.8262
H5 -5.3795 -2.5036 17.7447
H6 -4.3491 -2.9699 18.7823
O2 -2.9909 0.3163 18.2480
H7 -3.7959 0.8357 18.1287
H8 -2.8377 0.3572 19.2163
O3 1.0888 -3.8363 18.9454
H9 1.3249 -4.3640 19.7351
H10 0.2563 -3.3847 19.1561
O4 0.3874 -2.2349 16.6971
H11 0.8916 -2.6030 17.4487
H12 1.0619 -1.9100 16.0820
O5 1.0176 -0.4766 19.5635
H13 0.6667 0.2561 19.0394
H14 0.2865 -1.0988 19.6867
O6 -4.8736 -2.6357 20.9006
H15 -4.1221 -2.7241 21.5253
H16 -5.3850 -3.4525 20.9905
O7 0.5489 -5.1673 21.3747
H17 -0.2134 -4.5818 21.4748
H18 0.7484 -5.4477 22.2809
O8 -2.5681 -5.6178 19.9243
H19 -2.1390 -4.9665 19.3514
H20 -3.0785 -5.1063 20.5691
O9 -2.4462 -3.0176 22.1188
H21 -2.1336 -2.9145 21.2013
H22 -1.9729 -2.3493 22.6352
O10 -2.8437 0.4530 21.0303
H23 -2.4207 0.8641 21.7930
H24 -3.3646 -0.2753 21.3873

=====

# 2
A 2-piece molecular cluster, C3H3BrO2 overall at a distorted geometry, computed with the ωB97M-V functional and the def2-TZVPD basis.

The HOMO-LUMO gap (alpha / beta) is 0.33688 / 0.17209 Eh. Its HOMO energy (alpha / beta) is -9.90 / -8.54 eV. For the energy above the lowest of the compared OMol25 structures with the same formula, charge and spin, the calculation gives 4.4086 eV. As for the net charge: 0. The calculation puts the total energy at -2840.4233 a.u.

CARTESIAN COORDINATES (ANGSTROEM)
C1 1.2899 -1.3583 0.0622
C2 -0.5521 0.6303 -0.2427
C3 0.1272 -0.5703 0.1556
O1 2.0235 -1.3940 -0.9017
O2 -0.7881 -0.1255 0.9569
Br1 2.1434 -0.0104 3.7897
H1 1.6304 -1.9681 0.8558
H2 -0.0170 1.4850 -0.0177
H3 -1.4894 0.5203 -0.9429

=====

# 3
A 2-piece molecular cluster, C5H5Cl overall at a distorted geometry, computed with the ωB97M-V functional and the def2-TZVPD basis.

The HOMO-LUMO gap is 0.37369 Eh. Its HOMO energy is -9.26 eV. For the energy above the lowest of the compared OMol25 structures with the same formula, charge and spin, the calculation gives 4.4429 eV. As for the net charge: 0. The structure (SMILES) is ClC1=CC1.C#C. The calculation puts the total energy at -653.5175 a.u.

CARTESIAN COORDINATES (ANGSTROEM)
Cl1 -1.3930 0.3301 2.0630
C1 -0.3920 -0.6071 1.2208
C2 -0.1503 -1.7258 0.5615
C3 1.0583 -0.8898 1.0061
H1 -0.4700 -2.6231 0.1430
H2 1.5210 -1.2259 1.9259
H3 1.6902 -0.3144 0.3372
C4 -0.1939 2.2570 -2.0777
C5 -0.6759 1.2172 -1.6728
H4 0.0188 3.2928 -2.2079
H5 -1.0133 0.2890 -1.2990

=====

# 4
One molecule with the formula C5H7N at a distorted geometry, computed with the ωB97M-V functional and the def2-TZVPD basis.

The HOMO-LUMO gap is 0.42056 Eh. Its HOMO energy is -10.54 eV. For the energy above the lowest of the compared OMol25 structures with the same formula, charge and spin, the calculation gives 1.2690 eV. As for the net charge: 0. The structure (SMILES) is C[C@H]1C[C@H]1C#N. The calculation puts the total energy at -249.4266 a.u.

CARTESIAN COORDINATES (ANGSTROEM)
C1 1.4003 0.6846 -0.0730
C2 0.5047 -0.5420 -0.0656
C3 -0.6216 -1.0141 0.8204
C4 -0.9288 -0.3397 -0.4968
C5 -1.4315 1.0078 -0.3464
N1 -1.7886 2.0873 -0.1202
H1 1.1565 1.2509 -0.9806
H2 2.4430 0.3774 -0.1671
H3 1.2919 1.3690 0.7710
H4 0.9869 -1.3996 -0.5299
H5 -0.9529 -0.5123 1.7266
H6 -0.7784 -2.0901 0.8271
H7 -1.2815 -0.8789 -1.3654

=====

# 5
A 2-piece molecular cluster, C33H37N2O4P overall at a distorted geometry, computed with the ωB97M-V functional and the def2-TZVPD basis.

The HOMO-LUMO gap is 0.24355 Eh. Its HOMO energy is -7.14 eV. For the energy above the lowest of the compared OMol25 structures with the same formula, charge and spin, the calculation gives 0.3794 eV. As for the net charge: 0. The structure (SMILES) is Cc1cc(C)c(N2C=CN(c3c(C)cc(C)cc3C)P2)c(C)c1.CC1(C)OC(=O)C(=Cc2ccccc2)C(=O)O1. The calculation puts the total energy at -2031.5212 a.u.

CARTESIAN COORDINATES (ANGSTROEM)
C1 -8.0102 -4.3772 2.9515
C2 -6.5803 -4.3820 3.3916
C3 -5.6192 -5.0665 2.6431
C4 -4.2718 -5.0745 3.0110
C5 -3.3298 -5.8856 2.1791
C6 -3.8673 -4.3123 4.1255
N1 -2.5063 -4.3487 4.5971
C7 -2.0443 -5.4649 5.2732
C8 -0.6927 -5.5546 5.2650
N2 -0.0970 -4.5080 4.5849
C9 1.2434 -4.6545 4.0843
C10 2.3083 -4.1914 4.8734
C11 2.0055 -3.5099 6.1670
C12 3.6191 -4.4160 4.4584
C13 3.8902 -5.1137 3.2799
C14 5.3073 -5.2972 2.8362
C15 2.8207 -5.6330 2.5443
C16 1.4994 -5.4366 2.9403
C17 0.3981 -6.0628 2.1416
P1 -1.2160 -3.1989 4.3355
C18 -4.8354 -3.6840 4.9220
C19 -4.4056 -3.0355 6.1908
C20 -6.1781 -3.7152 4.5499
H1 -8.6057 -3.8046 3.6673
H2 -8.1167 -3.9219 1.9591
H3 -8.4104 -5.3965 2.8885
H4 -5.9322 -5.6157 1.7541
H5 -2.3665 -6.0687 2.6601
H6 -3.7885 -6.8595 1.9579
H7 -3.1460 -5.3978 1.2104
H8 -2.7602 -6.1981 5.6213
H9 -0.0738 -6.3765 5.6030
H10 2.9383 -3.2222 6.6604
H11 1.4024 -2.6047 6.0188
H12 1.4560 -4.1752 6.8477
H13 4.4520 -4.0440 5.0616
H14 5.3380 -5.8716 1.9067
H15 5.7933 -4.3283 2.6672
H16 5.8916 -5.8256 3.5996
H17 3.0248 -6.2091 1.6363
H18 0.8643 -6.6338 1.3290
H19 -0.2072 -6.7700 2.7233
H20 -0.2751 -5.3275 1.6814
H21 -1.1327 -2.6641 5.7347
H22 -5.2646 -2.5610 6.6709
H23 -3.9860 -3.7673 6.8938
H24 -3.6449 -2.2667 6.0194
H25 -6.9266 -3.2119 5.1680
C21 2.9946 -1.0317 8.4492
C22 2.8174 0.2445 9.2494
C23 4.0594 0.5222 10.0958
O1 2.5916 1.3806 8.3817
C24 1.4582 1.2630 7.5981
O2 1.2949 1.9885 6.6432
C25 0.4286 0.2646 8.0833
C26 -0.6119 -0.0894 7.2729
C27 -1.9197 -0.5026 7.7863
C28 -2.0749 -1.7187 8.4803
C29 -3.3016 -2.0410 9.0620
C30 -4.3675 -1.1300 9.0219
C31 -4.2190 0.0818 8.3363
C32 -3.0232 0.3701 7.6766
C33 0.4670 0.0365 9.5779
O3 -0.5001 -0.1643 10.2773
O4 1.6980 0.1618 10.1667
H26 2.1159 -1.2451 7.8253
H27 3.8741 -0.9438 7.7989
H28 3.1511 -1.8757 9.1290
H29 3.9372 1.4241 10.6950
H30 4.2360 -0.3200 10.7662
H31 4.9335 0.6377 9.4540
H32 -0.4884 0.1512 6.2152
H33 -1.2036 -2.3602 8.5996
H34 -3.3933 -2.9989 9.5654
H35 -5.3118 -1.3917 9.5016
H36 -5.0351 0.8076 8.3251
H37 -2.8666 1.3220 7.1570

=====

# 6
A 2-piece molecular cluster, C2H6OS2 overall at a distorted geometry, computed with the ωB97M-V functional and the def2-TZVPD basis.

The HOMO-LUMO gap is 0.35981 Eh. Its HOMO energy is -9.50 eV. For the energy above the lowest of the compared OMol25 structures with the same formula, charge and spin, the calculation gives 0.4552 eV. As for the net charge: 0. The structure (SMILES) is CC=O.SS. The calculation puts the total energy at -951.3753 a.u.

CARTESIAN COORDINATES (ANGSTROEM)
C1 -0.9690 -2.6940 -0.8574
C2 -0.2189 -1.7067 -1.7511
O1 0.7961 -2.2100 -2.2153
H1 -0.6336 -3.6575 -1.0321
H2 -2.0435 -2.6032 -1.0204
H3 -0.7966 -2.5102 0.2411
H4 -0.5198 -0.6216 -1.8925
S1 0.7054 2.4332 1.0519
S2 -0.4585 0.7423 1.0471
H5 0.2248 2.8532 2.2652
H6 0.5769 -0.1848 1.2287